1.
The following is a quantum chemistry calculation of a structure of composition F3Li4, from the Open Molecules 2025 dataset.

Values from the calculation:
Gap between HOMO and LUMO   5.88 eV
Charge   +1
ΔE to the lowest compared entry with this formula, charge and spin   384.2 kJ/mol
E_tot   -8963.0507 eV

XYZ file:
```
7
F3Li4 the ωB97M-V functional and the def2-TZVPD basis
Li -3.109 -3.176 1.093
Li 0.291 -0.465 0.016
Li -0.273 2.756 2.805
Li 1.978 1.072 -4.108
F -1.609 -0.536 2.588
F 1.681 -2.420 -1.887
F 1.041 2.770 -0.508
```



2.
The following is a quantum chemistry calculation of a cluster of 11 separate species, C39H56O33 in total, from the Open Molecules 2025 dataset.

Values from the calculation:
Gap between HOMO and LUMO   10.64 eV
SMILES   C[C@H]1COC(=O)O1.C[C@H]1COC(=O)O1.C[C@H]1COC(=O)O1.C[C@H]1COC(=O)O1.C[C@H]1COC(=O)O1.C[C@H]1COC(=O)O1.O=C1OCCO1.O=C1OCCO1.O=C1OCCO1.O=C1OCCO1.O=C1OCCO1
ΔE to the lowest compared entry with this formula, charge and spin   41.4 kJ/mol
E_tot   -108921.0679 eV

XYZ file:
```
128
C39H56O33 the ωB97M-V functional and the def2-TZVPD basis
C 20.108 5.888 23.656
C 21.387 5.642 24.497
O 21.528 4.229 24.472
C 20.327 3.656 24.169
O 20.085 2.518 24.318
O 19.496 4.593 23.672
H 20.287 6.320 22.672
H 19.395 6.501 24.201
H 21.144 6.041 25.486
H 22.323 6.080 24.172
C 15.930 5.163 16.010
C 17.235 5.249 16.791
O 17.334 3.955 17.365
C 16.092 3.424 17.440
O 15.819 2.446 18.040
O 15.210 4.231 16.822
H 16.051 4.791 14.993
H 15.393 6.107 16.011
H 17.175 6.006 17.578
H 18.117 5.490 16.202
C 21.183 -1.166 18.456
C 22.498 -1.686 17.887
O 22.238 -1.818 16.483
C 21.065 -1.210 16.188
O 20.547 -1.175 15.123
O 20.594 -0.569 17.279
H 21.256 -0.426 19.243
H 20.523 -1.974 18.785
H 22.792 -2.645 18.303
H 23.274 -0.940 18.062
C 15.731 -0.730 18.697
C 17.254 -0.440 18.672
O 17.608 -0.588 20.052
C 16.673 -1.316 20.702
O 16.799 -1.649 21.838
O 15.569 -1.422 19.960
H 15.442 -1.348 17.856
H 15.161 0.184 18.832
H 17.375 0.613 18.443
H 17.807 -1.146 18.062
C 26.244 3.304 18.577
C 25.042 4.257 18.397
O 23.922 3.439 18.782
C 24.351 2.246 19.241
O 23.632 1.364 19.587
O 25.695 2.163 19.223
H 26.957 3.831 19.206
H 26.769 3.047 17.659
H 24.931 4.562 17.359
H 25.096 5.084 19.096
C 17.957 -1.769 25.107
C 19.301 -1.196 24.730
C 20.396 -2.227 24.334
O 20.866 -1.775 23.070
C 20.112 -0.721 22.636
O 20.328 -0.160 21.618
O 19.220 -0.384 23.571
H 17.484 -2.317 24.294
H 17.309 -0.915 25.325
H 18.030 -2.370 26.012
H 19.732 -0.645 25.570
H 20.004 -3.243 24.236
H 21.186 -2.274 25.082
C 23.297 6.482 15.188
C 22.002 5.998 15.823
C 20.763 6.031 14.897
O 20.330 4.682 14.801
C 21.208 3.863 15.434
O 21.157 2.684 15.459
O 22.184 4.586 16.040
H 23.501 5.905 14.286
H 24.107 6.315 15.898
H 23.256 7.544 14.942
H 21.739 6.535 16.734
H 20.990 6.413 13.900
H 19.992 6.666 15.332
C 16.961 2.212 22.051
C 15.727 1.471 22.456
C 15.414 1.508 23.953
O 14.043 1.884 24.039
C 13.603 2.313 22.825
O 12.504 2.724 22.634
O 14.586 2.222 21.916
H 17.833 1.754 22.527
H 16.931 3.259 22.352
H 17.080 2.162 20.968
H 15.588 0.486 22.015
H 16.044 2.219 24.500
H 15.580 0.560 24.466
C 19.967 2.169 18.812
C 19.911 3.244 19.848
C 21.219 3.420 20.631
O 21.632 4.761 20.341
C 20.761 5.348 19.496
O 20.942 6.457 19.068
O 19.783 4.516 19.149
H 19.142 2.194 18.103
H 19.984 1.191 19.293
H 20.880 2.274 18.220
H 19.043 3.117 20.488
H 21.990 2.744 20.280
H 20.939 3.366 21.684
C 21.523 9.613 21.297
C 22.685 8.696 20.848
C 23.295 8.829 19.483
O 24.624 9.335 19.740
C 24.791 9.525 21.068
O 25.712 10.077 21.561
O 23.755 8.994 21.776
H 20.742 8.976 21.720
H 21.029 10.141 20.479
H 21.834 10.296 22.080
H 22.322 7.684 21.022
H 22.731 9.505 18.846
H 23.461 7.848 19.046
C 24.738 4.153 25.780
C 25.254 3.716 24.445
C 24.505 4.235 23.216
O 25.514 4.767 22.354
C 26.709 4.738 22.995
O 27.728 5.126 22.524
O 26.575 4.297 24.250
H 24.918 5.222 25.924
H 25.208 3.632 26.611
H 23.656 4.032 25.860
H 25.431 2.642 24.381
H 23.796 5.024 23.458
H 23.968 3.460 22.673
```



3.
The following is a quantum chemistry calculation of an isolated molecule of ClH3N2S, from the Open Molecules 2025 dataset.

Values from the calculation:
Gap between HOMO and LUMO   9.47 eV
ΔE to the lowest compared entry with this formula, charge and spin   31.6 kJ/mol
E_tot   -26384.7765 eV

XYZ file:
```
7
ClH3N2S the ωB97M-V functional and the def2-TZVPD basis
N -0.011 1.549 -0.307
N -0.100 -0.857 0.301
S 0.717 0.558 0.737
Cl 2.657 -0.190 -0.170
H -0.089 2.452 0.040
H -0.353 -1.018 -0.671
H 0.313 -1.826 0.449
```



4.
The following is a quantum chemistry calculation of an isolated molecule of CH4N2O3S, from the Open Molecules 2025 dataset.

Values from the calculation:
Gap between HOMO and LUMO (spin up / spin down)   6.22 / 6.09 eV
Spin multiplicity   3
ΔE to the lowest compared entry with this formula, charge and spin   187.9 kJ/mol
E_tot   -21053.8515 eV

XYZ file:
```
11
CH4N2O3S the ωB97M-V functional and the def2-TZVPD basis
C 0.407 -0.230 0.404
N -0.882 -0.493 0.302
N 1.261 0.344 -0.363
O 3.383 -0.694 -1.188
O 3.088 -0.472 1.195
O 3.610 1.543 -0.159
S 3.140 0.185 -0.091
H 1.068 -0.691 1.171
H -1.492 -0.744 1.079
H -1.394 -0.219 -0.564
H 1.045 1.055 -1.134
```



5.
The following is a quantum chemistry calculation of an isolated molecule of C5H9NO, from the Open Molecules 2025 dataset.

Values from the calculation:
Gap between HOMO and LUMO   9.83 eV
SMILES   CC(=O)N=C(C)C
ΔE to the lowest compared entry with this formula, charge and spin   341.7 kJ/mol
E_tot   -8865.6708 eV

XYZ file:
```
16
C5H9NO the ωB97M-V functional and the def2-TZVPD basis
C -1.354 0.855 -0.310
C 0.937 0.377 0.267
C 0.840 -0.898 -0.413
C 2.304 0.671 0.728
C -2.684 -0.466 -0.128
N 0.020 1.256 0.355
O -1.767 1.765 -0.964
H 0.454 -1.738 0.301
H 1.825 -1.183 -0.773
H 0.189 -1.034 -1.335
H 2.582 -0.077 1.414
H 2.269 1.715 1.265
H 2.981 0.876 -0.058
H -2.819 -0.697 0.876
H -3.584 -0.004 -0.526
H -2.192 -1.419 -0.700
```



6.
The following is a quantum chemistry calculation of a cluster of 13 separate species, C7H38O12 in total, from the Open Molecules 2025 dataset.

Values from the calculation:
Gap between HOMO and LUMO   9.01 eV
ΔE to the lowest compared entry with this formula, charge and spin   0.0 kJ/mol
E_tot   -32446.5230 eV

XYZ file:
```
57
C7H38O12 the ωB97M-V functional and the def2-TZVPD basis
C 1.337 0.972 -2.767
C 1.513 -0.398 -2.112
C 0.289 -0.757 -1.252
C 0.319 -0.087 0.111
C -2.157 -0.103 0.431
C -0.930 -0.257 0.923
C -0.728 -0.625 2.386
H 2.112 1.212 -3.464
H 0.449 1.030 -3.369
H 1.302 1.836 -2.032
H 1.698 -1.136 -2.849
H 2.451 -0.319 -1.512
H -0.659 -0.481 -1.865
H 0.263 -1.895 -1.137
H 0.528 1.000 -0.022
H 1.251 -0.419 0.655
H -3.055 -0.201 1.012
H -2.389 0.173 -0.503
H -1.337 0.003 3.060
H 0.320 -0.480 2.689
H -1.062 -1.647 2.573
H 1.773 4.001 0.277
H 1.229 2.819 1.041
O 1.479 3.135 0.180
H 3.169 0.522 1.499
H 2.565 -0.696 2.235
O 2.743 0.212 2.404
H -0.719 2.157 2.140
H -1.998 3.038 2.313
O -1.604 2.302 1.850
H -1.535 1.856 -1.913
H -2.809 1.886 -2.801
O -2.024 1.333 -2.628
H -0.412 -3.623 -0.153
H -0.260 -2.408 0.753
O -0.167 -3.385 0.736
H -2.410 -3.689 -0.853
H -1.932 -2.623 -1.911
O -1.660 -3.458 -1.475
H 2.695 1.870 -0.115
H 4.249 1.763 -0.107
O 3.435 1.293 0.038
H 1.217 2.545 3.471
H 1.558 1.342 2.507
O 0.960 2.149 2.625
H 2.978 -2.554 0.855
H 1.602 -2.784 1.518
O 2.408 -2.344 1.615
H -1.422 2.668 0.137
H -0.110 2.969 -0.573
O -1.064 2.921 -0.710
H -1.869 -3.603 1.087
H -2.925 -2.516 0.927
O -2.853 -3.488 0.945
H -2.716 -1.426 -3.591
H -2.408 -0.344 -2.610
O -2.677 -1.257 -2.665
```



7.
The following is a quantum chemistry calculation of a cluster of 2 separate species, C4H10NS2 in total, from the Open Molecules 2025 dataset.

Values from the calculation:
Gap between HOMO and LUMO   7.63 eV
Charge   +1
ΔE to the lowest compared entry with this formula, charge and spin   52.7 kJ/mol
E_tot   -27462.9807 eV

XYZ file:
```
17
C4H10NS2 the ωB97M-V functional and the def2-TZVPD basis
C -1.881 -0.719 3.298
C 0.952 1.473 -1.989
C 1.306 -1.059 -1.734
C 1.095 0.262 -1.147
N 0.852 0.401 0.097
S -3.484 -1.403 3.633
S -1.653 0.588 2.373
H -1.032 -1.392 3.666
H 0.859 2.457 -1.510
H 1.613 1.667 -2.827
H -0.085 1.351 -2.536
H 2.230 -1.050 -2.216
H 0.555 -1.308 -2.581
H 1.164 -1.782 -0.908
H 1.059 1.319 0.602
H -4.186 -0.455 3.103
H 0.638 -0.351 0.677
```



8.
The following is a quantum chemistry calculation of a structure of composition CH3ClIrN2O6, from the Open Molecules 2025 dataset.

Values from the calculation:
Gap between HOMO and LUMO (spin up / spin down)   5.64 / 5.70 eV
Charge   +1
E_tot   -31691.9656 eV

XYZ file:
```
14
CH3ClIrN2O6 the ωB97M-V functional and the def2-TZVPD basis
Ir -0.539 -0.449 0.245
O -3.669 -2.048 1.368
Cl -2.283 -2.116 1.403
O -1.698 -2.011 -0.057
O -1.680 -0.746 1.817
O -1.690 -3.147 2.121
N 3.368 1.300 -0.700
N 3.332 -0.083 -0.452
C 2.264 -0.812 -0.235
O 2.064 -1.952 0.039
O 1.040 0.047 -0.358
H 2.540 1.614 -1.182
H 4.237 1.523 -1.159
H 4.222 -0.553 -0.372
```



9.
The following is a quantum chemistry calculation of a cluster of 7 separate species, C44H100BrN4O7S2 in total, from the Open Molecules 2025 dataset.

Values from the calculation:
Gap between HOMO and LUMO   7.65 eV
Charge   +1
ΔE to the lowest compared entry with this formula, charge and spin   252.2 kJ/mol
E_tot   -159246.8722 eV

XYZ file:
```
158
C44H100BrN4O7S2 the ωB97M-V functional and the def2-TZVPD basis
C 9.713 -0.102 3.737
C 8.951 -1.096 2.756
C 7.647 -0.436 2.114
C 7.562 -0.957 0.604
C 6.565 0.004 -0.175
C 5.080 -0.537 -0.028
C 4.292 -0.233 -1.393
C 3.412 1.088 -1.273
N 2.792 1.507 -2.549
C 2.857 2.966 -2.782
C 2.417 3.871 -1.559
C 3.568 4.868 -1.058
C 3.282 6.310 -1.639
C 4.217 7.436 -1.041
C 4.114 7.600 0.535
C 5.593 7.676 1.109
C 5.659 8.208 2.613
C 1.491 0.968 -2.747
S 0.061 1.831 -2.799
S 1.354 -0.863 -3.021
C 0.197 -1.536 -1.760
C 0.807 -1.422 -0.308
C 0.339 -0.098 0.468
C -1.149 -0.291 0.945
C -2.214 0.617 0.208
N -2.511 1.842 0.981
C -3.029 1.516 2.289
N -3.681 2.483 2.898
C -4.306 2.281 4.222
C -4.315 3.726 4.932
O -4.822 3.582 6.263
N -2.840 0.190 2.774
C -1.394 -0.129 2.481
Br -0.318 1.271 3.381
H 9.144 0.867 3.780
H 10.762 0.078 3.382
H 9.758 -0.587 4.746
H 9.652 -1.329 1.910
H 8.632 -2.018 3.303
H 7.683 0.691 2.131
H 6.709 -0.762 2.637
H 8.560 -0.855 0.091
H 7.219 -2.028 0.619
H 6.890 -0.017 -1.255
H 6.579 1.063 0.187
H 5.121 -1.663 0.046
H 4.535 -0.153 0.873
H 4.988 -0.062 -2.253
H 3.685 -1.146 -1.607
H 4.111 1.863 -0.842
H 2.630 0.931 -0.471
H 3.945 3.201 -2.985
H 2.290 3.219 -3.713
H 1.603 4.552 -1.949
H 1.956 3.314 -0.705
H 3.470 4.925 0.058
H 4.588 4.522 -1.371
H 2.218 6.642 -1.473
H 3.435 6.330 -2.760
H 5.291 7.328 -1.365
H 3.876 8.421 -1.480
H 3.630 8.583 0.810
H 3.504 6.802 1.029
H 6.211 8.317 0.423
H 6.014 6.638 1.043
H 6.547 8.890 2.696
H 4.710 8.776 2.791
H 5.754 7.324 3.288
H -0.817 -1.061 -1.756
H 0.076 -2.638 -1.972
H 1.934 -1.372 -0.299
H 0.543 -2.281 0.371
H 0.385 0.772 -0.251
H 1.090 0.051 1.282
H -1.435 -1.353 0.682
H -3.141 -0.019 0.074
H -1.862 0.864 -0.834
H -3.298 2.281 0.471
H -3.776 3.391 2.447
H -3.735 1.620 4.918
H -5.378 1.962 4.119
H -4.824 4.510 4.320
H -3.220 4.012 5.005
H -4.636 2.669 6.530
H -2.895 0.119 3.792
H -1.218 -1.135 2.960
C -8.325 4.824 5.100
C -8.504 4.125 3.765
C -9.928 4.260 3.250
O -8.177 2.744 3.911
H -8.977 4.388 5.862
H -7.299 4.705 5.459
H -8.547 5.890 5.020
H -7.808 4.546 3.035
H -10.638 3.803 3.946
H -10.041 3.741 2.295
H -10.200 5.308 3.113
H -8.784 2.358 4.552
C -3.320 2.707 -5.849
C -2.709 4.097 -5.750
C -1.871 4.421 -6.977
O -1.896 4.178 -4.582
H -2.539 1.943 -5.913
H -3.910 2.484 -4.957
H -3.964 2.620 -6.727
H -3.503 4.840 -5.642
H -1.042 3.715 -7.079
H -1.431 5.417 -6.888
H -2.472 4.385 -7.888
H -1.189 3.525 -4.666
C -1.225 -5.488 3.686
C -0.510 -4.462 2.822
C 0.662 -5.084 2.081
O -0.042 -3.388 3.644
H -0.549 -5.896 4.443
H -2.059 -5.026 4.220
H -1.611 -6.312 3.083
H -1.214 -4.033 2.102
H 1.402 -5.479 2.784
H 1.173 -4.334 1.472
H 0.332 -5.896 1.430
H 0.580 -3.753 4.283
C 2.360 -9.322 -0.106
C 1.218 -8.719 -0.909
C 1.575 -8.613 -2.382
O 0.909 -7.420 -0.396
H 3.256 -8.697 -0.173
H 2.094 -9.384 0.952
H 2.608 -10.324 -0.463
H 0.324 -9.333 -0.793
H 2.445 -7.962 -2.526
H 0.751 -8.170 -2.945
H 1.798 -9.590 -2.805
H 1.693 -6.869 -0.494
C -2.484 -11.127 -2.439
C -1.400 -10.678 -3.407
C -1.463 -11.461 -4.709
O -0.119 -10.857 -2.804
H -2.364 -12.183 -2.183
H -2.421 -10.564 -1.505
H -3.479 -10.984 -2.866
H -1.512 -9.611 -3.614
H -1.308 -12.529 -4.529
H -0.673 -11.135 -5.390
H -2.427 -11.328 -5.204
H -0.008 -11.797 -2.616
C -6.225 2.955 -2.732
C -5.491 1.811 -2.052
C -6.461 0.844 -1.392
O -4.596 2.338 -1.066
H -6.805 3.532 -2.006
H -5.515 3.646 -3.192
H -6.902 2.585 -3.504
H -4.883 1.278 -2.786
H -7.050 1.349 -0.620
H -5.920 0.033 -0.899
H -7.146 0.411 -2.124
H -5.127 2.813 -0.414
```



10.
The following is a quantum chemistry calculation of an isolated molecule of C5H11N3O, from the Open Molecules 2025 dataset.

Values from the calculation:
Gap between HOMO and LUMO   9.12 eV
SMILES   CC1(N(N)C=O)CNC1
ΔE to the lowest compared entry with this formula, charge and spin   654.6 kJ/mol
E_tot   -11874.9866 eV

XYZ file:
```
20
C5H11N3O the ωB97M-V functional and the def2-TZVPD basis
C -1.149 -0.170 -1.535
C -0.197 0.200 -0.395
C 0.425 1.583 -0.226
C -1.093 0.764 0.926
C 1.329 -1.042 1.443
H -0.673 -0.517 -2.459
H -1.900 -1.062 -0.913
H -1.709 0.669 -1.823
H 1.363 1.455 0.207
H 0.544 2.310 -1.189
H -1.369 2.737 0.385
H -2.233 0.395 0.918
H -0.515 0.455 1.850
H 2.157 -2.361 -0.645
H 0.304 -2.678 -0.459
H 1.485 -2.119 1.631
N -0.467 2.096 0.753
N 1.013 -0.679 -0.049
N 1.106 -1.912 -0.681
O 1.577 -0.124 2.262
```



Sequential largest force on an atom output: 0.0290, 0.0443, 0.0922, 0.2037, 0.1030, 0.0702, 0.0701, 0.0185, 0.0626, 0.1337 Eh/bohr